(1)
{
  "formula": "C30H27I2N6O4S3SbSe4Tc",
  "method": "ωB97M-V/def2-TZVPD",
  "elements": ["Tc", "I", "C", "C", "C", "I", "C", "C", "C", "C", "N", "C", "C", "O", "H", "H", "H", "H", "C", "C", "N", "C", "C", "C", "S", "N", "C", "O", "C", "C", "C", "C", "C", "C", "H", "H", "H", "H", "H", "H", "H", "H", "H", "H", "H", "H", "H", "H", "H", "N", "C", "C", "C", "C", "C", "C", "S", "O", "O", "N", "C", "S", "C", "C", "N", "H", "H", "H", "H", "H", "H", "H", "H", "Se", "Sb", "Se", "Se", "Se"],
  "positions_angstrom": [[0.105, -0.511, -0.234], [-4.057, -3.504, 1.090], [-3.496, -1.541, 1.651], [-4.329, -0.772, 2.500], [-4.021, 0.511, 2.865], [-5.332, 1.636, 4.076], [-2.886, 1.203, 2.392], [-2.543, 2.602, 2.576], [-1.487, 3.104, 1.875], [-0.692, 2.279, 1.100], [-0.945, 0.997, 0.977], [-2.043, 0.422, 1.599], [-2.314, -0.947, 1.276], [-1.418, -1.568, 0.572], [-5.245, -1.177, 2.903], [-3.074, 3.337, 3.159], [-1.248, 4.164, 1.896], [0.145, 2.646, 0.627], [6.050, -2.700, -0.827], [4.812, -3.656, -0.795], [3.589, -3.120, -1.408], [3.281, -3.672, -2.757], [2.841, -5.111, -2.698], [2.674, -2.414, -0.695], [1.115, -2.206, -1.480], [3.063, -2.044, 0.539], [2.325, -1.522, 1.451], [1.181, -0.988, 1.350], [2.792, -1.416, 2.883], [1.954, -0.889, 3.860], [2.337, -0.812, 5.181], [3.604, -1.255, 5.514], [4.442, -1.875, 4.587], [4.070, -1.923, 3.247], [6.904, -3.263, -0.537], [5.926, -1.862, -0.137], [6.258, -2.368, -1.829], [4.570, -3.873, 0.246], [5.113, -4.556, -1.337], [4.205, -3.580, -3.304], [2.543, -3.010, -3.192], [3.692, -5.760, -2.540], [2.373, -5.400, -3.601], [2.070, -5.241, -1.943], [0.976, -0.575, 3.483], [1.741, -0.373, 5.987], [3.911, -1.241, 6.546], [5.410, -2.230, 4.926], [4.730, -2.393, 2.514], [-7.123, 3.003, -0.991], [-5.775, 3.050, -1.325], [-5.373, 3.871, -2.370], [-4.043, 4.032, -2.672], [-3.115, 3.271, -1.945], [-3.520, 2.482, -0.871], [-4.844, 2.334, -0.607], [-1.420, 3.331, -2.392], [-1.380, 3.572, -3.816], [-0.704, 4.284, -1.597], [-0.895, 1.923, -1.934], [-1.391, 0.788, -2.458], [-2.543, 0.608, -3.735], [-2.537, -1.082, -3.558], [-1.727, -1.476, -2.526], [-1.080, -0.381, -1.917], [-7.805, 3.256, -1.686], [-7.388, 2.259, -0.342], [-6.127, 4.417, -2.918], [-3.728, 4.620, -3.496], [-2.770, 1.950, -0.292], [-5.153, 1.683, 0.186], [-3.229, -1.660, -4.126], [-1.477, -2.489, -2.243], [5.615, 3.598, -2.904], [4.087, 4.811, -1.503], [5.758, 4.669, 0.259], [2.644, 6.499, -1.333], [1.372, 1.225, -1.024]],
  "lowdin_spin": [2.09, 0.00, 0.01, 0.00, 0.01, 0.00, 0.00, 0.02, 0.00, 0.02, -0.01, 0.00, 0.00, 0.07, 0.00, 0.00, 0.00, 0.01, 0.00, 0.00, 0.01, 0.00, 0.00, 0.01, 0.02, 0.01, 0.00, 0.06, 0.00, 0.00, 0.00, 0.00, 0.00, 0.00, 0.00, 0.00, 0.00, 0.00, 0.00, 0.00, 0.00, 0.00, 0.00, 0.00, 0.00, 0.00, 0.00, 0.00, 0.00, 0.00, 0.00, 0.00, 0.00, 0.00, 0.00, 0.00, -0.01, 0.00, 0.00, -0.09, 0.01, 0.00, 0.01, 0.00, 0.01, 0.00, 0.00, 0.00, 0.00, 0.00, 0.00, 0.00, 0.00, 0.30, -0.01, 0.73, -0.02, -0.25],
  "e_homo_ev": [-7.845, -7.894],
  "s_squared": 4.234,
  "spin_multiplicity": 4,
  "fmax_ev_per_a": 2.68
}

(2)
{
  "formula": "C53H65N2",
  "method": "ωB97M-V/def2-TZVPD",
  "elements": ["C", "C", "C", "C", "C", "C", "C", "C", "C", "C", "C", "C", "C", "C", "C", "H", "H", "H", "H", "H", "H", "H", "H", "H", "H", "H", "H", "H", "C", "C", "C", "C", "C", "C", "C", "C", "C", "C", "C", "C", "C", "C", "N", "C", "C", "N", "C", "C", "C", "C", "C", "C", "C", "C", "C", "C", "C", "C", "C", "C", "C", "C", "C", "C", "C", "C", "C", "C", "H", "H", "H", "H", "H", "H", "H", "H", "H", "H", "H", "H", "H", "H", "H", "H", "H", "H", "H", "H", "H", "H", "H", "H", "H", "H", "H", "H", "H", "H", "H", "H", "H", "H", "H", "H", "H", "H", "H", "H", "H", "H", "H", "H", "H", "H", "H", "H", "H", "H", "H", "H"],
  "positions_angstrom": [[-1.373, 0.614, 1.210], [-2.817, 0.671, 1.063], [-3.624, 0.981, 2.199], [-5.011, 0.906, 2.140], [-5.655, 0.761, 0.908], [-4.892, 0.591, -0.260], [-3.501, 0.526, -0.185], [-0.570, 1.393, 0.355], [0.286, 2.401, 0.822], [0.319, 3.719, 0.248], [0.962, 4.780, 0.954], [0.827, 6.102, 0.536], [0.112, 6.404, -0.637], [-0.465, 5.372, -1.391], [-0.369, 4.046, -0.963], [-0.943, 0.301, 2.163], [-3.145, 1.254, 3.140], [-5.589, 0.962, 3.066], [-6.743, 0.806, 0.871], [-5.402, 0.488, -1.227], [-2.922, 0.323, -1.097], [-0.639, 1.245, -0.723], [0.857, 2.227, 1.741], [1.557, 4.524, 1.838], [1.284, 6.897, 1.126], [-0.010, 7.443, -0.949], [-0.999, 5.596, -2.318], [-0.805, 3.245, -1.570], [-2.979, -2.071, 3.279], [-2.652, -2.262, 4.747], [-3.590, -1.327, 5.519], [-2.991, -3.690, 5.180], [-1.153, -1.886, 4.900], [-0.857, -0.546, 5.185], [0.469, -0.120, 5.323], [1.521, -1.044, 5.263], [1.230, -2.412, 5.164], [2.281, -3.447, 5.677], [2.747, -4.350, 4.552], [1.679, -4.205, 6.875], [3.552, -2.805, 6.234], [-0.075, -2.775, 4.684], [-0.250, -3.958, 3.859], [-0.353, -5.315, 4.413], [-0.287, -6.215, 3.214], [-0.354, -5.312, 2.052], [-0.408, -5.884, 0.716], [-1.620, -6.450, 0.235], [-3.016, -6.422, 0.922], [-4.140, -6.248, -0.116], [-3.220, -5.248, 1.860], [-3.231, -7.755, 1.659], [-1.598, -7.172, -0.963], [-0.527, -7.089, -1.836], [0.619, -6.430, -1.409], [0.772, -6.038, -0.070], [2.236, -6.054, 0.462], [3.266, -5.825, -0.648], [2.495, -7.446, 1.064], [2.572, -4.968, 1.454], [-0.339, -3.982, 2.470], [-0.305, -2.808, 1.699], [-0.144, -2.855, 0.257], [-1.167, -3.224, -0.663], [-0.852, -3.471, -1.995], [0.452, -3.277, -2.468], [1.420, -2.742, -1.613], [1.110, -2.481, -0.281], [-2.415, -2.768, 2.652], [-4.054, -2.189, 3.092], [-2.673, -1.067, 2.965], [-3.383, -1.353, 6.597], [-3.533, -0.297, 5.144], [-4.628, -1.658, 5.361], [-2.515, -3.959, 6.137], [-4.082, -3.809, 5.296], [-2.701, -4.394, 4.394], [-1.652, 0.195, 5.291], [0.669, 0.931, 5.533], [2.564, -0.701, 5.365], [3.163, -3.732, 3.746], [3.530, -5.049, 4.886], [1.926, -4.934, 4.141], [1.723, -3.532, 7.747], [0.626, -4.489, 6.752], [2.279, -5.102, 7.097], [3.337, -2.247, 7.150], [4.252, -3.611, 6.497], [4.054, -2.152, 5.514], [0.439, -5.508, 5.144], [-1.292, -5.452, 4.965], [0.650, -6.792, 3.185], [-1.112, -6.938, 3.180], [-4.260, -7.111, -0.780], [-5.090, -6.106, 0.415], [-3.962, -5.349, -0.718], [-2.568, -5.307, 2.729], [-3.050, -4.298, 1.338], [-4.259, -5.257, 2.229], [-2.341, -8.065, 2.224], [-4.079, -7.668, 2.350], [-3.456, -8.557, 0.939], [-2.457, -7.777, -1.250], [-0.578, -7.557, -2.822], [1.416, -6.262, -2.137], [3.054, -4.901, -1.202], [4.249, -5.709, -0.170], [3.315, -6.666, -1.347], [1.857, -7.661, 1.931], [2.320, -8.220, 0.302], [3.540, -7.512, 1.391], [1.869, -4.960, 2.273], [3.585, -5.137, 1.848], [2.535, -3.983, 0.979], [-0.123, -1.886, 2.249], [-2.195, -3.317, -0.304], [-1.629, -3.825, -2.672], [0.705, -3.534, -3.500], [2.422, -2.525, -1.995], [1.834, -2.005, 0.388]],
  "lowdin_charge": [0.09, -0.20, -0.04, -0.06, -0.04, -0.06, -0.01, -0.05, 0.06, -0.20, -0.01, -0.05, -0.03, -0.05, 0.00, 0.12, 0.12, 0.12, 0.12, 0.12, 0.12, 0.13, 0.14, 0.12, 0.12, 0.12, 0.12, 0.12, -0.05, -0.51, -0.06, -0.04, -0.09, -0.05, -0.07, -0.03, -0.06, -0.52, -0.05, -0.04, -0.08, -0.08, 0.02, -0.13, -0.09, 0.00, -0.07, -0.09, -0.52, -0.06, -0.06, -0.03, -0.04, -0.05, -0.05, -0.07, -0.51, -0.07, -0.02, -0.06, -0.23, -0.03, -0.24, -0.04, -0.09, -0.10, -0.10, -0.07, 0.04, 0.11, 0.05, 0.10, 0.06, 0.09, 0.10, 0.10, 0.04, 0.10, 0.10, 0.11, 0.10, 0.10, 0.04, 0.09, 0.07, 0.10, 0.09, 0.10, 0.08, 0.10, 0.10, 0.11, 0.11, 0.08, 0.09, 0.09, 0.05, 0.07, 0.10, 0.07, 0.09, 0.09, 0.11, 0.11, 0.11, 0.08, 0.09, 0.08, 0.07, 0.10, 0.09, 0.04, 0.10, 0.08, 0.09, 0.10, 0.11, 0.11, 0.11, 0.11],
  "total_charge": 1,
  "e_homo_ev": -8.989,
  "de_lowest_kj_mol": 64.4,
  "fmax_ev_per_a": 2.59
}

(3)
{
  "formula": "C6H7N",
  "method": "ωB97M-V/def2-TZVPD",
  "elements": ["C", "C", "C", "C", "N", "C", "C", "H", "H", "H", "H", "H", "H", "H"],
  "positions_angstrom": [[1.177, -0.338, -0.547], [-0.129, -1.120, -0.507], [-1.300, -0.219, -0.246], [-0.800, -1.185, 0.816], [0.068, 0.712, 1.461], [0.770, 0.924, 0.195], [-0.702, 1.078, 0.238], [1.485, -0.117, -1.577], [1.997, -0.860, -0.040], [-0.267, -1.980, -1.159], [-2.261, -0.315, -0.741], [-0.244, -0.422, 1.740], [1.418, 1.801, 0.163], [-1.212, 2.040, 0.204]],
  "lowdin_charge": [-0.10, -0.27, -0.21, 0.10, 0.08, -0.26, -0.21, 0.12, 0.12, 0.14, 0.13, 0.07, 0.14, 0.14],
  "e_homo_ev": -8.627,
  "de_lowest_kj_mol": 581.8,
  "fmax_ev_per_a": 1.09
}